Entry from the Open Molecules 2025 dataset: a molecular structure, C7H16NO2 in a non-equilibrium geometry (ωB97M-V/def2-TZVPD).

CARTESIAN COORDINATES (ANGSTROEM)
C (-1.315698, -0.286069, -0.069546)
C (2.068837, -1.799529, -0.214649)
C (2.050185, 0.561511, -1.029365)
C (1.832348, 0.037323, 1.407434)
C (-0.858683, 2.082712, -0.412672)
C (-3.571840, -0.936964, 0.369696)
C (1.638000, -0.364593, 0.019756)
N (-1.724104, 0.944123, -0.157247)
O (-0.154061, -0.777179, -0.266891)
O (-2.221152, -1.230642, 0.210715)
H (2.223286, -2.493800, 0.698563)
H (1.217356, -2.403008, -0.651489)
H (2.820823, -1.800689, -0.885560)
H (3.041825, 0.157537, -1.240396)
H (2.120932, 1.732622, -0.908784)
H (1.416332, 0.501520, -1.971966)
H (1.772935, 1.039728, 1.793835)
H (1.219404, -0.709491, 1.951160)
H (2.908630, -0.003991, 1.427707)
H (-1.469619, 2.879660, -0.527565)
H (-0.277742, 2.184117, 0.471406)
H (-0.284494, 2.097892, -1.347611)
H (-3.701859, -0.340681, 1.232926)
H (-3.948828, -0.435230, -0.470741)
H (-4.175133, -1.829339, 0.488066)
H (-2.627685, 1.192455, 0.083227)

Forces on atoms 1 to 2 (eV/Å):
0.1 -2.6 0.2
-4.0 -2.2 2.4

Results
molecular weight: 146.2 u
total charge: +1
electronic energy: -481.2263 a.u.
HOMO-LUMO gap: 11.815 eV

=====

Entry from the Open Molecules 2025 dataset: a molecular structure, C24H20Cl3FeN6O2Si in a non-equilibrium geometry (ωB97M-V/def2-TZVPD).

CARTESIAN COORDINATES (ANGSTROEM)
Fe (-0.084646, -0.040931, 0.650254)
C (-1.100889, -3.501956, -2.223599)
C (-0.734421, -2.901170, -1.006789)
N (-0.026824, -1.800838, -0.913419)
C (0.382227, -1.204543, -2.070276)
C (0.055428, -1.723857, -3.344704)
C (-0.709390, -2.909799, -3.387830)
C (0.472598, -1.039783, -4.511607)
C (1.170890, 0.127102, -4.384214)
C (1.516592, 0.652747, -3.124445)
C (1.160993, 0.007658, -1.949558)
N (1.410686, 0.388279, -0.667080)
C (2.504288, 1.021977, -0.205525)
C (3.617362, 1.490954, -0.904617)
C (4.674516, 2.134508, -0.243277)
C (4.683394, 2.325253, 1.112829)
C (3.624043, 1.792348, 1.879754)
C (3.585834, 1.864389, 3.290357)
C (2.564379, 1.272518, 3.973956)
C (1.571441, 0.594224, 3.249022)
N (1.561257, 0.514207, 1.936617)
C (2.557178, 1.123066, 1.234940)
H (-1.689273, -4.410346, -2.223690)
H (-1.043458, -3.362236, -0.071254)
H (-0.978253, -3.334223, -4.348646)
H (0.226205, -1.444456, -5.485264)
H (1.471022, 0.666772, -5.274884)
H (2.026466, 1.603502, -3.071355)
H (3.679188, 1.345126, -1.971706)
H (5.503831, 2.505521, -0.834475)
H (5.491010, 2.851249, 1.605631)
H (4.378789, 2.385781, 3.814165)
H (2.514239, 1.308532, 5.054214)
H (0.752682, 0.105642, 3.769910)
N (-0.859221, -1.554445, 2.354676)
N (-1.693536, -1.326599, 3.459680)
C (-2.190739, -0.080432, 3.734608)
O (-2.909882, 0.183206, 4.660638)
O (-1.761935, 0.788588, 2.806059)
H (-1.191448, -2.345879, 1.818016)
H (0.101752, -1.718271, 2.638192)
H (-1.893488, -2.052362, 4.129775)
C (-4.244307, -0.636425, -2.096732)
C (-4.179443, -1.168151, -0.817947)
C (-3.127141, -0.796746, 0.000623)
N (-2.172211, 0.057596, -0.370835)
C (-2.260879, 0.584897, -1.591759)
C (-3.267401, 0.262336, -2.488496)
H (-5.044868, -0.913684, -2.770497)
H (-4.925640, -1.864911, -0.459672)
H (-3.055518, -1.183097, 1.011391)
H (-1.474481, 1.281080, -1.862932)
H (-3.277697, 0.708668, -3.473586)
Cl (-1.025237, 3.356444, 4.156962)
Si (-1.863608, 2.408398, 2.591847)
Cl (-0.723109, 2.569026, 0.924175)
Cl (-3.749349, 3.033545, 2.292379)

Forces on atoms 1 to 2 (eV/Å):
0.9 -0.8 0.3
-0.1 -0.1 0.0

Results
molecular weight: 614.8 u
total charge: 0
electronic energy: -4339.5539 a.u.
multiplicity: 2
HOMO-LUMO gap (spin up / spin down): 6.006 / 5.212 eV

=====

Entry from the Open Molecules 2025 dataset: a single C5H11N molecule (ωB97M-V/def2-TZVPD).

CARTESIAN COORDINATES (ANGSTROEM)
C (0.971383, -1.600813, 0.950160)
C (1.000984, -0.213257, 0.356113)
C (1.059054, 0.041363, -1.106888)
C (-1.336816, -0.423635, -0.799788)
N (-0.211897, 0.359237, -0.294503)
C (-0.570521, 1.726238, 0.106994)
H (0.648612, -2.339203, 0.213191)
H (0.343701, -1.665416, 1.847000)
H (1.994954, -1.863502, 1.240741)
H (1.391795, 0.523121, 1.070416)
H (1.502072, 1.023268, -1.306166)
H (-2.162447, -0.411537, -0.088331)
H (-1.644205, 0.029721, -1.748929)
H (-1.019905, -1.439797, -1.031776)
H (-1.176661, 1.756483, 1.022020)
H (-1.133509, 2.197702, -0.702451)
H (0.343406, 2.300029, 0.272196)

Forces on atoms 1 to 2 (eV/Å):
0.0 -0.1 -0.1
0.0 -0.1 0.2

Results
molecular weight: 85.1 u
total charge: 0
electronic energy: -251.7325 a.u.
HOMO-LUMO gap: 7.999 eV

=====

Entry from the Open Molecules 2025 dataset: a molecular structure, C2H3FNO2S3 in a non-equilibrium geometry (ωB97M-V/def2-TZVPD).

CARTESIAN COORDINATES (ANGSTROEM)
C (-1.172867, -0.752065, 0.023939)
C (-0.515427, 0.501631, 0.070463)
N (1.593732, -0.157453, -0.921964)
O (-0.778817, -1.630575, 0.943484)
O (-2.001848, -0.994345, -0.850924)
F (1.583620, -1.549300, -0.431435)
S (0.200179, 0.943394, 1.597724)
S (-1.092929, 1.781790, -1.001727)
S (2.645461, 0.684374, -0.151550)
H (-0.077585, -1.172718, 1.351420)
H (-1.776284, 0.986238, -1.613584)
H (1.392765, 1.359032, 0.984151)

Forces on atoms 1 to 2 (eV/Å):
-1.0 -0.6 -1.8
1.4 1.8 1.3

Results
molecular weight: 188.3 u
total charge: -1
electronic energy: -1577.6125 a.u.
HOMO-LUMO gap (spin up / spin down): 6.640 / 6.737 eV

=====

Results for ΔE to the lowest compared entry with this formula, charge and spin: 37.0 35.2 81.6 43.8 (in kcal per mole, following the order of the records).